Entry 1:
The following is a DFT calculation (ωB97M-V/def2-TZVPD) of C16H27Cl6Mg3O10 as an isolated structure at a distorted geometry.

HOMO   -12.125 eV
Gap between HOMO and LUMO   0.26239 Ha
Lowest unoccupied orbital energy   -5.0 eV
Calculated total energy   -128982.2257 eV
ΔE to the lowest compared entry with this formula, charge and spin   153.9 kJ/mol

Geometry as ORCA input:
```
! RIJCOSX wB97M-V def2-TZVPD def2/J DEFGRID3
* xyz 1 1
H -15.975 -5.539 -1.207
Cl -12.575 -8.535 -1.325
H -12.040 -8.638 -4.040
H -13.250 -2.334 6.832
O -13.614 -4.237 4.117
H -8.560 -8.570 3.862
Cl -8.762 -6.862 2.369
C -8.451 0.920 3.138
C -7.857 -4.026 4.492
C -12.989 -7.389 -2.570
C -9.449 -8.174 3.373
H -9.898 -6.828 4.933
H -9.313 1.409 3.589
Cl -9.098 -6.086 -3.966
O -13.780 -6.366 1.093
O -7.910 -1.236 2.248
H -15.645 -7.130 -0.580
C -14.694 -5.635 0.584
H -7.434 -4.579 -4.489
C -8.777 -0.509 2.780
Mg -13.280 -5.047 2.392
H -8.100 -2.865 -2.678
C -10.654 -5.037 0.087
Mg -7.535 -3.085 1.673
H -12.184 -6.655 -2.566
O -14.579 -4.474 0.992
O -7.237 -3.926 3.407
H -16.756 -6.130 0.322
H -10.026 -4.474 -0.607
H -8.250 1.532 2.259
Cl -9.455 -2.726 -4.662
C -15.851 -6.101 -0.282
C -13.822 -2.984 6.171
C -7.998 -4.720 -3.570
H -6.771 -5.535 5.676
H -13.023 -7.404 -4.824
Mg -10.441 -2.847 3.487
O -9.086 -3.790 4.551
H -6.212 -3.860 5.703
Cl -11.868 -6.883 3.591
H -7.622 0.892 3.844
H -13.982 -7.050 -2.282
O -11.554 -4.131 2.112
O -9.513 -3.572 1.684
H -7.349 -5.038 -2.754
C -10.551 -4.191 1.376
C -13.078 -3.460 4.924
O -9.878 -0.972 3.162
C -8.832 -3.500 -3.178
O -11.947 -3.019 4.599
H -9.836 -8.913 2.674
H -9.712 -3.719 -2.578
H -11.644 -5.092 -0.362
H -14.712 -2.395 5.955
H -10.764 -8.333 5.117
C -10.432 -7.602 4.382
Cl -14.378 -9.174 -4.146
H -10.177 -6.010 0.194
H -14.078 -3.887 6.726
C -7.098 -4.497 5.710
H -7.701 -4.335 6.601
C -12.977 -8.085 -3.976
*
```

---

Entry 2:
The following is a DFT calculation (ωB97M-V/def2-TZVPD) of a 2-piece molecular cluster, C16H27N4O8S overall at a distorted geometry.

HOMO   -5.322 eV
Gap between HOMO and LUMO   0.28488 Ha
Lowest unoccupied orbital energy   2.4 eV
Calculated total energy   -50208.6868 eV

Geometry as ORCA input:
```
! RIJCOSX wB97M-V def2-TZVPD def2/J DEFGRID3
* xyz -1 1
H -2.809 -1.308 -0.648
C -3.268 0.350 -1.958
H 2.662 -2.943 4.919
C -5.312 -1.386 -4.572
O 2.616 -1.141 1.733
H -0.569 -2.517 -1.485
H 4.426 -0.284 3.191
H 0.202 0.669 1.773
H -6.244 -1.341 -2.846
H 2.366 2.614 4.370
C 1.372 -0.410 4.207
C -2.342 -0.774 -1.483
N 2.640 1.810 3.831
C 0.779 2.720 -2.250
C 4.671 0.720 2.860
N -1.080 -0.150 -1.069
H 0.951 2.389 -3.280
O 4.638 2.584 4.297
C -3.278 -2.231 -3.309
H -1.372 -1.262 -3.344
C 2.485 -2.122 5.617
H 4.372 0.844 1.821
H 0.636 1.475 3.805
H 3.285 -2.093 6.355
H 2.473 4.061 -2.228
C 1.508 0.928 3.449
O -6.264 -1.908 -3.639
C -0.899 0.982 -1.677
S -2.160 1.574 -2.744
N 0.289 1.609 -1.435
H -3.687 0.828 -1.067
H -5.102 -2.123 -5.353
O 2.030 -0.087 -0.114
C 2.081 3.222 -1.645
O -4.375 -0.126 -2.743
C 2.022 -0.222 1.130
C 1.267 0.854 1.924
H 1.916 3.555 -0.616
O -2.897 -3.121 -4.365
H -5.727 -0.498 -5.058
H 1.481 1.833 1.490
H -3.916 -2.766 -2.597
H 2.828 2.421 -1.636
H 0.980 0.987 -0.976
O -1.284 -2.876 -2.055
H 1.531 -2.288 6.120
N 2.441 -0.867 4.872
H -2.294 -3.789 -3.984
H -3.375 -0.462 -4.542
C -2.006 -1.765 -2.604
C 3.965 1.751 3.706
H 3.301 -0.365 4.729
C -4.024 -0.995 -3.839
H 5.745 0.870 2.937
H 0.046 3.534 -2.265
O 0.277 -0.962 4.290
*
```

---

Entry 3:
The following is a DFT calculation (ωB97M-V/def2-TZVPD) of C16H27NO as an isolated structure at a distorted geometry.

HOMO   -8.160 eV
Gap between HOMO and LUMO   0.33052 Ha
Lowest unoccupied orbital energy   0.8 eV
Calculated total energy   -20552.6365 eV
ΔE to the lowest compared entry with this formula, charge and spin   1526.1 kJ/mol

Geometry as ORCA input:
```
! RIJCOSX wB97M-V def2-TZVPD def2/J DEFGRID3
* xyz 0 1
H 1.391 1.365 -0.917
H -5.274 -1.567 1.663
H -0.173 1.786 0.037
C -2.692 1.439 -1.047
H -5.808 -2.107 -0.585
C 4.322 -0.342 -1.069
H 1.383 0.721 1.417
N 3.469 0.331 -0.243
O -1.269 -0.627 -1.037
H -1.889 2.093 -1.447
H 5.270 -0.224 1.830
C 2.354 -0.582 0.399
H 4.997 0.373 -1.636
C -0.222 0.021 -1.358
C -2.411 0.110 -0.736
C -5.611 -1.041 0.958
H -6.285 -0.357 1.780
C 4.060 1.281 0.581
H 5.023 1.317 2.495
C 1.309 0.180 0.599
H -6.877 -0.800 -0.545
C -6.497 -1.538 0.168
C 0.654 0.747 -0.423
C 5.352 -1.284 -0.947
H 0.431 -0.607 1.111
C -4.872 1.472 0.092
H 2.819 -1.215 1.122
C -3.810 1.946 -0.614
H 4.907 1.878 0.146
C 4.540 0.607 1.844
H -0.604 0.731 -2.105
H -7.261 -2.157 0.555
H 6.130 -0.849 -0.075
H 0.567 -0.831 -1.693
C -4.633 -0.141 0.469
H 4.824 -2.411 -0.165
H 3.691 -0.885 -1.915
H 3.311 1.932 0.673
C -3.460 -0.759 0.236
H -3.257 -1.703 0.351
H 5.963 -1.897 -1.546
H -4.012 2.841 -0.984
H 3.789 0.285 2.598
H 2.215 -1.371 -0.276
H -5.854 1.836 0.238
*
```

---

Entry 4:
The following is a DFT calculation (ωB97M-V/def2-TZVPD) of one molecule with the formula C16H27NO2.

HOMO   -8.323 eV
Gap between HOMO and LUMO   0.33712 Ha
Lowest unoccupied orbital energy   0.9 eV
Calculated total energy   -22614.8653 eV
ΔE to the lowest compared entry with this formula, charge and spin   133.3 kJ/mol
SMILES   CC(C)c1ccccc1OCCCCCNCCO

Geometry as ORCA input:
```
! RIJCOSX wB97M-V def2-TZVPD def2/J DEFGRID3
* xyz 0 1
H 0.729 -1.708 -2.935
H 1.557 2.527 4.407
C -0.577 -1.733 -6.075
H -1.519 1.522 2.502
H -0.877 -0.758 -6.472
H 3.513 1.065 4.651
C 2.653 0.728 4.092
C 0.372 -0.733 -3.276
C 2.645 -0.524 3.509
H 1.465 0.391 -1.808
H 0.082 1.242 -2.499
O -0.710 -0.483 1.981
H -2.300 -2.053 -4.831
H 1.051 -0.390 -4.076
H 0.519 -1.754 -5.994
H -2.268 3.001 4.318
C -0.765 2.056 3.086
C 0.430 1.146 3.239
C -0.441 -0.132 -0.938
H -1.441 -0.371 -1.303
C 1.547 1.548 3.952
H -1.259 3.947 2.161
C 0.427 0.274 -2.127
H 1.156 -1.128 0.105
H -0.350 -2.494 1.611
H -1.353 -0.020 -4.082
H -0.519 0.713 -0.252
H 0.349 3.909 2.886
H -0.815 -3.560 -6.696
C 0.430 -0.128 2.648
O -1.018 -2.677 -7.022
H -0.667 2.960 5.058
H 1.558 -1.936 2.350
H 0.052 3.077 1.360
H -1.752 -1.727 0.839
N -0.998 -0.902 -3.724
H -0.842 -2.888 -4.261
H 0.085 -2.226 -0.781
H 3.498 -1.179 3.609
C -0.380 3.328 2.326
C -1.219 -1.952 -4.691
C 1.542 -0.951 2.790
C -1.371 2.399 4.448
C -0.699 -1.587 1.102
H -1.638 1.490 4.981
C 0.116 -1.326 -0.167
*
```

---

Entry 5:
The following is a DFT calculation (ωB97M-V/def2-TZVPD) of C16H27NO5Ti as an isolated structure at a distorted geometry.

HOMO (alpha / beta)   -13.155 / -13.377 eV
Gap between HOMO and LUMO (alpha / beta)   0.24554 / 0.24964 Ha
Lowest unoccupied orbital energy (alpha / beta)   -6.5 / -6.6 eV
Calculated total energy   -51857.6857 eV
ΔE to the lowest compared entry with this formula, charge and spin   0.0 kJ/mol

Geometry as ORCA input:
```
! RIJCOSX wB97M-V def2-TZVPD def2/J DEFGRID3
* xyz 2 3
C 0.580 2.734 0.465
H -2.369 -0.216 2.139
O -0.980 -1.674 0.231
H -2.665 -1.628 -6.592
C -3.947 -2.351 -1.587
H -4.286 -1.123 -7.077
H 2.746 1.039 0.882
H -4.230 -0.095 -2.763
Ti -0.165 0.091 -0.231
C -3.010 1.663 -3.154
C -3.914 1.300 -5.492
H -4.837 -1.740 -1.715
C -3.301 -0.752 -6.757
O -0.871 0.999 1.362
C -1.440 0.261 2.468
H -4.959 2.231 -3.883
H -1.969 1.899 -3.415
H -0.572 2.878 2.329
H -3.697 -2.868 -2.518
H 2.621 0.237 -0.724
C 0.010 2.166 1.744
O -1.367 0.204 -1.509
C 2.497 1.180 -0.180
H -5.073 2.816 -6.428
C -3.928 2.164 -4.268
O 1.106 1.557 -0.356
H -1.646 0.959 3.284
C -2.453 -0.391 -1.872
C -2.114 -2.094 -0.160
H 3.100 1.984 -0.600
H -2.993 -1.610 -4.234
H -2.878 -0.207 -7.613
H -5.322 1.227 -7.152
H -3.651 3.191 -4.536
C -3.999 -3.282 -0.432
H -4.069 -4.322 -0.748
C -2.746 -0.541 -4.288
H -3.848 2.139 -7.505
H -1.641 -0.490 -4.363
H -4.802 -2.982 0.240
H -0.723 -0.503 2.782
N -2.832 -1.497 -1.192
H -3.252 2.173 -2.213
H 1.427 3.390 0.634
C -3.363 0.073 -5.510
C -3.186 0.152 -2.992
H 0.803 1.735 2.362
H -0.153 3.226 -0.187
C -4.563 1.888 -6.708
O -2.714 -3.124 0.314
*
```

---

Entry 6:
The following is a DFT calculation (ωB97M-V/def2-TZVPD) of a 3-piece molecular cluster, C16H27NO7S overall at a distorted geometry.

HOMO   -8.510 eV
Gap between HOMO and LUMO   0.33739 Ha
Lowest unoccupied orbital energy   0.7 eV
Calculated total energy   -43685.2168 eV
ΔE to the lowest compared entry with this formula, charge and spin   0.0 kJ/mol

Geometry as ORCA input:
```
! RIJCOSX wB97M-V def2-TZVPD def2/J DEFGRID3
* xyz 0 1
H 3.111 3.455 1.509
C -0.457 -0.142 2.116
C 2.868 1.151 -1.330
H 1.826 -0.681 3.810
C -1.999 -2.157 -1.346
H -2.665 1.703 0.411
H 3.072 0.464 -2.153
H -4.622 -2.661 -1.242
C -1.934 0.999 3.648
C -3.999 -3.552 -1.153
H 1.149 2.802 -3.725
H -0.365 -0.285 4.268
C 3.575 2.478 -1.502
H -5.074 -4.726 -2.606
H -4.382 -4.114 -0.302
C -0.878 0.147 3.407
O -0.586 1.428 -1.961
H 3.221 0.664 -0.425
H 3.372 3.128 -0.652
O 3.227 -0.678 2.199
H 1.005 -1.280 0.953
C -4.049 -4.420 -2.394
C -2.565 1.566 2.552
H 3.970 3.325 2.873
C -2.569 -1.463 -2.559
C 1.136 1.726 -3.553
C 0.759 -1.069 1.997
H 0.465 -1.986 2.524
H 0.468 1.259 -4.273
H 2.127 1.317 -3.732
S 4.316 0.476 2.664
O 1.458 1.325 -1.148
C -1.112 0.398 1.025
C 1.923 -0.366 2.767
H -3.438 -5.313 -2.255
H -2.129 -1.901 -3.455
O 3.984 0.904 3.994
C 0.598 1.457 -2.167
O 4.026 1.755 1.630
C -2.176 1.258 1.278
H -2.295 -0.410 -2.506
H 1.744 0.711 2.667
H 3.234 3.005 -2.394
H 4.653 2.330 -1.580
O -0.936 -1.835 -0.890
H -2.225 1.191 4.677
H -3.658 -3.897 -3.267
N 3.322 2.815 2.272
H -3.653 -1.506 -2.626
H -3.389 2.253 2.744
H -0.799 0.152 0.022
O -2.656 -3.202 -0.811
*
```

---

Entry 7:
The following is a DFT calculation (ωB97M-V/def2-TZVPD) of C16H28AlBrN2OPS3 as an isolated structure at a distorted geometry.

HOMO   -4.567 eV
Gap between HOMO and LUMO   0.21770 Ha
Lowest unoccupied orbital energy   1.4 eV
Calculated total energy   -140503.8407 eV

Geometry as ORCA input:
```
! RIJCOSX wB97M-V def2-TZVPD def2/J DEFGRID3
* xyz -1 1
C -4.895 0.649 -2.405
H -0.698 -4.106 0.735
S 1.735 1.425 -4.636
N -3.420 1.348 -0.353
H 3.736 2.886 -1.234
H 0.758 3.782 -0.514
H -4.239 2.748 -1.803
H -0.213 1.569 -2.685
H -4.187 0.120 1.401
H -4.276 0.978 -3.371
H 5.214 -0.867 1.100
H 6.386 0.477 0.487
C 5.260 0.087 0.418
H 2.938 -2.984 2.723
P 1.076 2.176 -2.928
H -6.045 0.656 -2.638
C 3.473 -0.146 -1.683
C 1.178 -3.451 1.568
C 0.197 1.783 0.569
H -1.391 -5.269 2.836
C -4.666 -0.855 -0.600
C -3.642 0.045 0.369
C 0.419 -4.717 3.861
H 0.956 3.628 -3.122
H 2.150 0.580 1.157
C 1.857 1.588 0.632
S -3.225 2.727 2.166
H -5.525 2.056 -0.584
Br 2.219 -1.638 -1.098
H 0.157 -5.205 4.796
H -0.279 1.139 -0.297
O -4.382 -0.711 -2.036
C -0.014 3.423 0.315
C -2.893 2.453 0.524
C -0.440 -4.751 2.774
H 3.524 -0.253 -2.869
Al 2.665 1.700 -1.296
H 2.242 2.546 1.227
C 5.010 -0.359 -1.141
H 1.510 -2.936 0.674
S -1.751 3.726 -0.319
H 5.764 0.155 -1.905
H -5.806 -0.593 -0.371
N 1.617 -4.094 3.853
H 4.593 0.972 0.794
C 1.970 -3.476 2.705
H 5.258 -1.524 -1.203
C -4.585 1.767 -1.217
H -2.636 -0.590 0.404
H -0.326 1.431 1.572
C -0.050 -4.103 1.607
H -4.548 -1.991 -0.253
H 0.270 3.997 1.294
*
```

---

Entry 8:
The following is a DFT calculation (ωB97M-V/def2-TZVPD) of a 3-piece molecular cluster, C16H28BBrN2O11PS overall at a distorted geometry.

HOMO   -11.797 eV
Gap between HOMO and LUMO   0.30664 Ha
Lowest unoccupied orbital energy   -3.5 eV
Calculated total energy   -133391.2773 eV

Geometry as ORCA input:
```
! RIJCOSX wB97M-V def2-TZVPD def2/J DEFGRID3
* xyz 1 1
C -0.728 -1.674 -0.852
C -1.870 0.232 1.161
H -2.369 -1.410 3.436
O -3.777 -1.272 -0.721
H 1.839 -0.346 -0.329
H -0.254 -0.700 -0.802
O 2.295 -2.761 -0.916
O -1.824 -1.537 -1.755
H 4.652 0.010 -2.985
N -0.972 -3.222 1.118
H 1.814 7.353 -0.038
C -1.917 -1.865 2.579
C -0.001 5.676 0.583
O 0.673 -5.046 1.267
H 0.709 6.966 2.174
H 3.568 -0.217 -0.679
C -1.504 -3.137 2.400
O -0.141 0.839 2.664
H 2.356 0.343 -1.851
H 2.238 -0.273 -3.780
C -3.459 -3.377 -1.720
H -2.055 0.371 0.107
H -2.693 0.618 1.742
H -2.643 -3.973 -2.098
H 0.024 -2.356 -1.225
H 5.126 -1.277 -4.085
O -0.646 -4.852 -0.703
C -3.057 -1.998 -1.333
B -0.305 -4.449 0.521
H 1.585 8.699 -1.143
O -0.777 6.640 -0.120
P -1.637 -4.502 3.544
H 0.959 5.513 0.089
H -0.142 -5.430 4.650
H 1.462 -4.492 1.329
C 0.163 6.032 2.047
H 2.784 -1.539 -4.855
H 1.105 8.868 0.551
S -2.117 -6.140 2.668
C 1.154 8.180 -0.292
H 4.503 0.250 -4.729
H -0.814 6.159 2.513
C 2.588 -0.418 -1.108
H -4.175 -3.251 -2.528
O -0.304 -4.518 4.366
C -0.253 7.767 -0.659
H -3.991 -3.839 -0.900
O -2.717 -3.996 4.593
C -0.570 0.942 1.575
H -3.579 -3.935 4.158
C 2.554 -1.830 -1.647
C 2.998 -1.044 -3.911
O 2.845 -2.074 -2.917
C 4.401 -0.479 -3.927
Br 0.398 1.912 0.226
C -1.116 -2.035 0.540
N -1.651 -1.178 1.418
H 0.705 5.245 2.575
H -0.562 4.747 0.496
H 0.067 -5.359 -1.109
O -0.945 8.434 -1.368
*
```

---

Entry 9:
The following is a DFT calculation (ωB97M-V/def2-TZVPD) of C16H28BF10N2O4S2Si3Ta as an isolated structure.

HOMO   -16.532 eV
Gap between HOMO and LUMO   0.32898 Ha
Lowest unoccupied orbital energy   -7.6 eV
Calculated total energy   -102916.1643 eV
ΔE to the lowest compared entry with this formula, charge and spin   0.0 kJ/mol

Geometry as ORCA input:
```
! RIJCOSX wB97M-V def2-TZVPD def2/J DEFGRID3
* xyz 2 1
C 3.202 2.550 1.276
N 3.901 0.807 -0.851
H -0.275 -0.623 -3.633
H -4.288 0.126 2.006
H -0.391 -4.055 -2.216
H -0.582 -1.603 2.807
F 4.125 3.314 0.772
H -2.061 -2.485 3.086
H -1.206 -2.642 -2.843
F 6.742 -1.718 -0.417
H -3.509 0.298 -3.159
Si -1.564 0.334 -1.743
N -0.942 2.389 -0.009
H 2.062 -0.800 -1.638
H -3.027 1.291 1.669
F -0.690 1.213 2.390
Ta 0.176 0.755 0.823
O 5.515 0.652 1.080
F 2.050 3.234 1.408
C -3.211 -0.303 -2.294
C -0.362 0.351 -3.152
C -2.479 4.388 -1.092
C -0.945 3.613 0.553
O 6.345 1.260 -1.201
F 4.607 -1.885 -0.056
Si 0.123 -2.228 -0.767
H 1.497 -1.984 -2.791
C -2.479 3.118 -1.654
F 3.529 2.060 2.441
H 2.458 -2.490 -1.408
Si -2.402 -1.075 1.109
H 0.633 0.695 -2.875
H -1.688 5.607 0.507
H 1.081 -4.075 0.468
H -1.968 -0.783 3.530
C -1.703 2.114 -1.103
H -0.341 3.756 1.439
C -0.863 -0.571 -0.138
F 1.317 -0.146 3.372
H -0.751 1.044 -3.904
H -3.086 5.175 -1.519
H -3.129 -1.333 -2.642
O 2.171 0.117 0.993
S 5.493 0.540 -0.340
C -1.703 4.637 0.032
H -4.053 0.680 0.361
C -3.525 0.406 1.273
F 1.314 1.766 4.592
C -3.328 -2.536 0.446
C 1.667 -1.807 -1.729
C -1.669 -1.513 2.776
B 1.218 0.460 4.572
C -0.979 -3.178 -1.921
H -1.905 -3.544 -1.488
H -0.336 -3.506 1.336
H -4.009 -0.247 -1.558
H 1.199 -2.624 1.446
F 1.009 -0.267 5.628
O 1.538 1.629 -0.621
H -2.759 -3.462 0.513
H -4.188 -2.646 1.116
F 5.337 -1.435 -2.047
S 2.798 1.152 0.058
C 5.559 -1.266 -0.757
H -3.092 2.905 -2.520
C 0.537 -3.177 0.774
H -3.716 -2.426 -0.564
*
```